{
  "formula": "C51H156N6O24",
  "method": "ωB97M-V/def2-TZVPD",
  "fmax_ev_per_a": 3.18,
  "orbital_gap_ev": 9.2163,
  "elements": ["C", "O", "H", "H", "H", "H", "C", "O", "H", "H", "H", "H", "C", "O", "H", "H", "H", "H", "C", "O", "H", "H", "H", "H", "C", "O", "H", "H", "H", "H", "C", "O", "H", "H", "H", "H", "C", "O", "H", "H", "H", "H", "C", "O", "H", "H", "H", "H", "C", "O", "H", "H", "H", "H", "C", "C", "O", "H", "H", "H", "H", "H", "H", "C", "C", "O", "H", "H", "H", "H", "H", "H", "C", "C", "O", "H", "H", "H", "H", "H", "H", "C", "C", "O", "H", "H", "H", "H", "H", "H", "C", "C", "O", "H", "H", "H", "H", "H", "H", "C", "C", "O", "H", "H", "H", "H", "H", "H", "C", "C", "O", "H", "H", "H", "H", "H", "H", "C", "C", "O", "H", "H", "H", "H", "H", "H", "C", "C", "O", "H", "H", "H", "H", "H", "H", "C", "C", "C", "O", "C", "N", "H", "H", "H", "H", "H", "H", "H", "H", "H", "H", "H", "C", "C", "C", "O", "C", "N", "H", "H", "H", "H", "H", "H", "H", "H", "H", "H", "H", "C", "C", "C", "O", "C", "N", "H", "H", "H", "H", "H", "H", "H", "H", "H", "H", "H", "C", "C", "C", "O", "C", "N", "H", "H", "H", "H", "H", "H", "H", "H", "H", "H", "H", "C", "C", "C", "O", "C", "N", "H", "H", "H", "H", "H", "H", "H", "H", "H", "H", "H", "C", "C", "C", "O", "C", "N", "H", "H", "H", "H", "H", "H", "H", "H", "H", "H", "H"],
  "coordinates": [[3.598228, 0.001587, -3.792801], [2.410494, -0.678337, -3.917157], [4.152578, 0.062773, -2.856289], [4.292829, -0.464812, -4.491443], [3.587690, 1.024294, -4.169706], [2.556149, -1.622037, -4.016198], [5.157740, 4.639746, 1.843203], [4.878879, 5.505424, 2.904923], [6.119248, 4.127878, 1.803479], [4.393163, 3.863786, 1.880631], [5.115576, 5.153301, 0.882689], [3.975339, 5.555831, 3.225362], [-6.867918, 2.880135, -2.296145], [-5.432096, 2.861255, -1.875050], [-7.562325, 3.019225, -1.467559], [-6.970819, 3.815118, -2.846882], [-7.212377, 2.155451, -3.033910], [-5.226960, 1.934800, -1.729473], [6.839457, 3.029867, -3.124790], [7.614557, 3.036262, -4.323926], [5.788926, 2.760904, -3.235034], [7.291406, 2.499548, -2.286574], [6.925827, 4.064192, -2.791933], [8.460199, 3.473065, -4.198642], [-6.700672, -3.547969, -0.749989], [-7.824426, -3.336487, -1.489169], [-6.587910, -2.691880, -0.084778], [-6.658913, -4.520996, -0.260529], [-5.837617, -3.508816, -1.414592], [-8.130892, -4.097623, -1.987518], [0.377179, 0.391582, -6.190799], [0.032435, 0.758519, -4.861693], [1.358256, 0.669757, -6.575785], [0.073863, -0.650045, -6.296198], [-0.356802, 0.898890, -6.816900], [0.809101, 0.561859, -4.332824], [0.935641, -3.370426, 4.088472], [0.081142, -3.999976, 5.034303], [0.361881, -2.537509, 3.682070], [1.904225, -3.075064, 4.491845], [1.055689, -4.042049, 3.238412], [-0.815467, -3.988542, 4.691439], [-5.008760, 6.290949, -0.699434], [-4.209439, 5.186082, -1.135511], [-5.853309, 5.851171, -0.168928], [-4.367212, 6.935702, -0.098761], [-5.386319, 6.854121, -1.552882], [-4.714655, 4.472474, -1.531901], [-2.064472, 3.635736, 1.004948], [-3.275237, 3.722152, 1.674312], [-2.266666, 3.237568, 0.010623], [-1.628636, 4.631395, 0.922404], [-1.281901, 3.281884, 1.676122], [-3.942244, 4.003526, 1.043807], [-1.060860, 7.054869, -3.053982], [-0.143720, 6.442275, -1.951967], [0.205164, 7.427984, -1.009509], [-0.648419, 7.867969, -3.651370], [-1.884061, 7.519634, -2.511371], [-1.407267, 6.359486, -3.818542], [0.811120, 6.053340, -2.305693], [-0.669420, 5.668169, -1.392945], [-0.625220, 7.525748, -0.537796], [3.408941, 7.777342, 1.336606], [2.559166, 8.910456, 0.821190], [2.525845, 8.712659, -0.583237], [4.273010, 7.591875, 0.698580], [2.840623, 6.847226, 1.338168], [3.756147, 7.938252, 2.357222], [2.965140, 9.881717, 1.103942], [1.539642, 8.820547, 1.196137], [1.727902, 8.223251, -0.796210], [-0.939775, -4.846340, 0.683674], [-2.028343, -5.943513, 0.447662], [-2.181682, -5.892831, -0.942900], [0.061137, -5.276517, 0.718596], [-1.039714, -4.393017, 1.669887], [-0.930406, -4.117330, -0.126607], [-2.990459, -5.759583, 0.925788], [-1.628870, -6.911652, 0.749695], [-2.728771, -6.661395, -1.120666], [-0.114396, 4.769403, 4.348963], [0.856426, 5.324631, 3.368773], [2.080167, 5.436156, 3.938900], [-0.945821, 4.342328, 3.788227], [-0.456891, 5.613769, 4.947160], [0.295780, 4.001015, 5.004289], [0.501224, 6.227363, 2.871770], [0.840086, 4.621294, 2.536214], [2.248283, 4.828778, 4.663071], [1.245966, -3.830425, -5.273021], [2.712795, -4.167232, -4.921804], [3.094380, -3.367840, -3.852713], [0.618335, -4.538452, -4.731848], [1.147378, -3.955425, -6.351332], [0.888971, -2.841529, -4.985357], [3.487454, -3.968243, -5.662346], [2.826734, -5.176567, -4.526365], [2.760496, -3.657180, -3.000419], [-3.953977, -1.749996, -4.879296], [-4.539329, -1.165200, -3.580375], [-5.898692, -1.420817, -3.438331], [-4.467704, -2.696609, -5.047024], [-2.916451, -2.029416, -4.696100], [-4.009143, -1.084983, -5.741163], [-4.411370, -0.082891, -3.598976], [-3.983228, -1.578838, -2.739101], [-6.277430, -1.652061, -2.587042], [-2.424327, 3.405517, -3.860391], [-3.615420, 4.233802, -4.417781], [-3.938944, 3.660642, -5.700610], [-1.569687, 3.479175, -4.532895], [-2.645739, 2.338776, -3.894395], [-2.074231, 3.676150, -2.864253], [-3.190702, 5.235907, -4.476960], [-4.456553, 4.329177, -3.731120], [-4.668676, 3.038353, -5.657661], [-5.676734, -7.150225, -3.323419], [-4.177817, -7.043245, -2.911114], [-3.873082, -8.013381, -1.925173], [-6.081711, -6.341081, -3.931181], [-6.328335, -7.195677, -2.450802], [-5.781038, -8.038165, -3.946943], [-4.014724, -6.024703, -2.558905], [-3.472734, -7.141882, -3.736488], [-4.191109, -8.897091, -2.123961], [-0.016294, -6.986462, -3.378938], [-0.410853, -8.383978, -3.024237], [0.383125, -9.350980, -3.592299], [-0.207943, -6.513538, -4.342124], [1.023960, -6.887402, -3.068825], [-0.622886, -6.325962, -2.759351], [-1.383018, -8.568048, -3.481541], [-0.370364, -8.468034, -1.938240], [0.251804, -9.312585, -4.542500], [-5.669130, 0.915724, 1.316566], [-4.385740, 0.481906, 0.664903], [-3.800121, -0.813096, 1.141427], [-3.231625, -0.661234, 2.518523], [-1.972348, 0.034954, 2.490279], [-4.690597, 0.461688, -0.817949], [-5.636015, 0.769191, 2.396159], [-6.447865, 0.268805, 0.912623], [-5.973404, 1.889997, 0.934061], [-3.727259, 1.336631, 0.819592], [-3.115873, -1.281998, 0.434300], [-4.655222, -1.487039, 1.089325], [-1.188228, -0.570646, 2.035854], [-1.673414, 0.248193, 3.516565], [-2.037326, 1.000209, 1.988120], [-3.798789, 0.303349, -1.264827], [-5.245602, -0.345722, -1.063193], [4.313829, 3.037224, 5.405962], [3.436162, 2.867145, 6.604371], [4.020192, 2.912860, 8.036218], [4.573237, 4.219054, 8.377567], [5.273761, 4.357489, 9.612019], [2.568585, 3.980838, 6.518330], [3.603419, 2.759934, 4.627157], [5.114207, 2.297309, 5.403206], [4.659437, 4.066311, 5.307778], [2.941460, 1.916691, 6.404341], [4.804725, 2.161454, 8.125630], [3.213488, 2.809559, 8.761937], [6.136482, 3.692596, 9.653494], [4.605956, 4.051413, 10.417292], [5.530292, 5.415889, 9.566372], [1.747397, 3.935291, 7.104565], [3.137457, 4.636404, 7.034780], [-3.343680, -3.671649, 5.464155], [-3.438982, -4.129528, 4.062006], [-4.759417, -3.813592, 3.428692], [-4.971134, -4.549390, 2.155704], [-5.562995, -5.878839, 2.319637], [-2.455208, -3.278572, 3.350800], [-3.239869, -2.595910, 5.605986], [-2.545379, -4.121626, 6.054348], [-4.179202, -4.085355, 6.028838], [-3.077709, -5.156075, 4.000625], [-4.898625, -2.752311, 3.222733], [-5.584964, -3.994206, 4.117130], [-6.626702, -5.763875, 2.527991], [-5.165043, -6.607802, 3.025573], [-5.624785, -6.263923, 1.301799], [-2.504312, -3.372378, 2.346357], [-2.548361, -2.287505, 3.521679], [3.847239, -4.931647, -0.697639], [2.574543, -4.001949, -0.512500], [2.878011, -2.475173, -0.216368], [3.560058, -2.414994, 1.009802], [3.806098, -1.142760, 1.561447], [1.725101, -4.123779, -1.720861], [4.235788, -5.060988, 0.312500], [4.590289, -4.583949, -1.415340], [3.563058, -5.938886, -1.002276], [1.953270, -4.425882, 0.276425], [2.023524, -1.801149, -0.276699], [3.516895, -2.113925, -1.022239], [4.366654, -0.455890, 0.927348], [4.405412, -1.383846, 2.439401], [2.870067, -0.678462, 1.871916], [1.378271, -5.065462, -1.606600], [0.935670, -3.547835, -1.465543], [7.948969, 1.268493, 0.720380], [7.448073, -0.137838, 0.313231], [6.973573, -0.929352, 1.620590], [8.201343, -1.482147, 2.137415], [8.137448, -1.963566, 3.483859], [6.353399, 0.159177, -0.552560], [8.251606, 1.863027, -0.141619], [8.781778, 1.190279, 1.419232], [7.156203, 1.798942, 1.247878], [8.175863, -0.727309, -0.244398], [6.314446, -1.757390, 1.359842], [6.459874, -0.212354, 2.261010], [9.042827, -2.503256, 3.761599], [7.327514, -2.655299, 3.715388], [7.966685, -1.163770, 4.204458], [5.953918, -0.702980, -0.894896], [6.723166, 0.473406, -1.438349], [-0.676903, -1.532790, -1.487790], [-0.880284, -0.070181, -1.125195], [0.466278, 0.789202, -1.083466], [0.114994, 2.142702, -0.911480], [1.282218, 2.943088, -0.776862], [-1.855543, 0.562608, -1.981806], [-1.570685, -2.122457, -1.691596], [-0.130321, -1.995591, -0.666102], [-0.104089, -1.488035, -2.414065], [-1.381027, -0.072515, -0.157035], [0.877524, 0.607847, -2.076481], [1.106695, 0.501476, -0.249695], [1.502839, 2.866794, 0.287845], [1.143733, 3.977101, -1.092687], [2.046206, 2.507737, -1.420984], [-1.799862, 1.526758, -1.686164], [-1.320078, 0.646987, -2.834010]],
  "forces_ev_per_a": [[2.324, 0.194, -1.521], [-1.765, 1.000, 0.778], [-0.648, -0.417, 0.737], [0.518, -0.085, -0.002], [-0.826, 0.196, 0.067], [0.462, -0.841, 0.150], [-1.585, -0.396, -0.424], [2.022, 0.720, 0.743], [0.307, 0.313, 1.021], [0.002, -0.375, -0.551], [-0.312, 0.178, -0.187], [-0.553, -0.502, -0.545], [1.351, 1.784, -0.133], [-2.883, 0.471, -1.253], [0.193, -0.643, 0.281], [0.101, 0.233, -0.070], [0.508, -0.679, 0.480], [0.546, -0.883, 0.775], [1.309, 1.818, 0.543], [-0.675, -1.210, -0.513], [0.322, -0.138, -0.562], [0.045, -0.696, -0.243], [-0.850, 0.216, 0.430], [-0.168, 0.026, 0.353], [1.794, -0.246, -0.035], [-2.342, 0.684, -0.939], [-0.111, -0.358, 0.477], [-0.113, 0.187, 0.499], [0.582, -0.133, -0.041], [0.317, -0.084, 0.092], [-1.988, -0.023, -0.300], [0.601, 0.564, 0.097], [0.181, -0.287, 0.513], [0.872, -0.379, -0.354], [0.084, 0.292, -0.156], [0.246, -0.322, 0.273], [-1.473, -0.344, -0.669], [0.953, -0.207, 0.911], [0.480, 0.587, -0.052], [-0.293, -0.095, 0.249], [0.544, -0.123, -0.132], [-0.183, 0.293, -0.516], [0.098, -1.275, -0.709], [1.065, 0.884, 0.414], [-0.152, 0.619, 0.467], [-0.279, -0.118, 0.180], [-0.042, 0.177, -0.050], [-0.519, -0.364, -0.033], [0.520, 1.542, -0.112], [-0.993, -0.315, 1.174], [1.024, -0.500, 0.086], [-0.170, 0.673, -0.827], [-0.294, -1.494, -0.295], [-0.054, 0.188, -0.215], [0.392, -0.065, 0.369], [-0.034, 0.042, -1.326], [-0.648, 0.232, 0.506], [0.709, 0.037, 0.388], [-0.437, -0.268, -0.199], [-0.202, -0.366, 0.465], [-0.191, -0.139, -0.359], [-0.138, -0.400, -0.428], [0.183, 0.679, 0.536], [0.163, -0.283, 1.000], [0.152, -1.168, -0.579], [0.316, 1.139, -0.452], [0.022, 0.339, -0.002], [-0.117, -0.069, -0.014], [0.054, -0.037, 0.077], [-0.006, 0.116, -0.352], [-0.093, 0.236, 0.360], [-0.241, -0.008, -0.037], [-0.267, -0.784, 1.065], [1.663, 1.496, 0.071], [-0.538, -0.671, -0.700], [-0.008, -0.334, -0.219], [-0.040, 0.283, -0.173], [-0.423, 0.069, 0.188], [0.117, 0.230, 0.360], [-0.102, -0.155, 0.220], [-0.139, -0.302, -0.609], [-1.346, 0.592, 0.253], [-1.147, -1.628, -1.102], [2.606, 1.548, -0.295], [-0.334, 0.049, 0.301], [-0.331, -0.299, 0.408], [0.175, 0.035, -0.196], [0.230, 0.539, 0.553], [0.563, -0.417, -0.496], [-0.343, -0.457, 0.680], [0.563, -1.050, -0.628], [-0.528, 0.364, 1.072], [1.870, 2.307, 0.103], [-0.184, -0.005, -0.252], [-0.560, -0.046, -0.021], [0.559, 0.164, -0.064], [-0.512, -0.216, -0.552], [-0.252, -0.552, -0.791], [-0.970, -0.607, 0.446], [-0.275, -0.437, 0.819], [0.937, 0.328, 0.024], [-1.698, -0.374, -1.030], [-0.140, 0.051, -0.391], [0.168, 0.286, -0.117], [-0.171, -0.133, 0.084], [0.336, 0.138, 0.228], [0.157, 0.066, 0.126], [0.605, -0.024, 0.142], [-0.431, -0.322, -0.271], [1.446, -1.008, 0.446], [0.069, 1.050, 0.094], [0.000, 0.339, -0.134], [-0.292, -0.055, 0.297], [-0.255, 0.176, 0.132], [-0.474, 0.217, -0.912], [-0.078, -0.475, -0.161], [-0.004, 0.096, 0.453], [0.738, -0.217, -0.416], [-1.548, 0.252, -0.857], [0.409, 0.613, 0.880], [0.506, 0.294, -0.055], [0.213, -0.266, 0.136], [-0.324, -0.242, 0.207], [0.183, -0.286, 0.706], [-0.253, -0.192, -0.407], [-0.108, 0.149, -0.394], [0.132, 1.377, 1.039], [-1.411, 0.724, -1.115], [1.711, -1.407, -0.394], [0.287, -1.003, -0.594], [0.189, 0.416, -0.297], [0.120, 0.100, 0.523], [-0.854, 0.158, 0.980], [-0.303, -0.319, -0.115], [0.147, -0.093, -0.054], [-0.637, -1.035, -0.071], [-0.356, 1.686, -1.749], [-0.026, 0.224, 1.256], [-0.410, 0.031, -1.933], [-0.431, -0.039, 0.191], [0.870, -0.320, 1.096], [-0.122, 0.558, 0.015], [-0.310, -0.381, 0.226], [0.338, 0.255, 0.595], [0.523, -0.220, -0.187], [0.667, 0.382, 0.107], [-0.012, -0.543, 1.067], [0.037, -0.144, -0.170], [-0.208, -0.181, 0.104], [-0.064, -0.052, -0.170], [0.420, 0.040, -0.649], [-0.337, -0.249, 0.213], [0.555, -0.692, -0.010], [0.462, -0.480, 1.133], [1.070, 0.331, 0.360], [-0.178, -0.675, -1.492], [-0.843, -0.576, -1.135], [-1.526, 1.703, -0.095], [0.467, 0.397, -0.623], [0.302, 0.210, -0.151], [0.219, -0.225, -0.217], [-0.314, -0.146, 0.768], [0.005, -0.222, 0.398], [-0.156, -0.812, 0.007], [0.313, 0.168, -0.092], [-0.003, 0.447, 0.407], [0.219, -0.217, 0.771], [-0.362, -0.475, 0.095], [-0.156, 1.247, -0.305], [-0.475, -0.692, 2.321], [1.557, 2.192, -1.385], [-1.885, -1.523, -0.751], [0.183, -0.471, 1.806], [-0.921, 1.492, -1.106], [1.552, -0.940, -0.215], [-0.394, 0.009, -0.183], [0.613, 0.022, -0.534], [-0.545, 0.523, 0.080], [-0.579, -0.216, -0.322], [0.617, 0.017, -0.311], [-0.318, -0.659, 0.035], [-0.154, 0.213, 0.611], [0.677, 0.405, -0.001], [0.672, -0.366, 0.038], [-0.208, -0.204, -0.079], [-0.539, -0.118, 0.271], [-1.191, 0.766, 1.036], [0.842, 0.115, -0.410], [0.795, -1.391, -0.536], [-0.100, -0.408, -0.206], [-0.171, -0.373, 0.415], [0.219, 0.192, 1.113], [0.591, 0.165, -0.175], [-0.065, 0.336, 0.195], [-0.383, 0.039, -0.171], [0.505, 0.247, 0.696], [-0.570, -0.287, 0.407], [0.375, 0.054, -0.318], [-0.016, -0.060, -0.293], [-0.127, 0.416, 0.100], [-0.175, 0.188, 0.044], [-0.303, -0.337, -0.661], [-0.525, 0.204, -0.644], [0.618, -0.851, 0.544], [-0.029, 0.631, 1.666], [1.896, 0.116, -1.834], [-0.601, 0.029, 0.948], [-0.380, 0.193, 0.085], [-1.652, -0.605, -1.273], [0.041, -0.077, -0.029], [0.198, 0.054, -0.104], [-0.174, -0.050, -0.168], [0.520, -0.113, 0.582], [-0.176, -0.002, -0.039], [0.157, -0.093, 0.440], [0.208, 0.308, -0.426], [-0.377, -0.280, -0.668], [0.282, 0.439, -0.046], [-0.530, -0.583, 0.321], [0.265, 0.799, -0.068], [0.723, 0.753, -0.350], [-0.258, 0.109, 1.753], [-2.187, -1.045, 0.091], [-0.478, 0.245, -0.674], [-0.248, -0.640, 0.154], [0.839, 0.273, -0.553], [-0.276, 0.373, 0.199], [0.193, -0.207, -0.204], [0.379, -0.651, -0.099], [0.502, 0.256, 0.468], [0.803, 0.116, 0.001], [0.340, -0.416, -0.151], [0.838, 0.416, -0.008], [-0.449, -0.123, 0.157], [0.448, 0.133, 0.241], [-0.589, 0.589, 0.163], [-0.466, -0.094, -1.275]]
}